1.
Density functional theory data (ωB97M-V/def2-TZVPD) for a single C4H8O2 molecule in a non-equilibrium geometry.

Geometry (Å):
O: 0.335 1.823 -0.610
C: -0.366 0.601 -0.717
C: 0.507 -0.574 -1.154
C: 0.418 -1.210 1.669
O: 0.025 0.031 1.541
C: -1.045 0.249 0.607
H: 0.962 1.717 0.121
H: -1.157 0.780 -1.454
H: 1.580 -0.463 -0.939
H: 0.455 -0.763 -2.225
H: 1.400 -1.069 2.182
H: 0.162 -1.517 -0.660
H: -1.653 -0.660 0.529
H: -1.623 1.089 0.988

The HOMO energy comes out at -8.812 eV.

***

2.
Density functional theory data (ωB97M-V/def2-TZVPD) for 2 unconnected molecules or ions with the total composition C2H4ClO in a non-equilibrium geometry.

Geometry (Å):
C: -1.810 1.300 0.361
C: 1.828 -1.234 -0.406
O: -1.153 0.412 -0.017
Cl: 1.965 -2.700 -0.998
H: -2.864 1.357 0.262
H: -1.368 2.093 0.960
H: 1.922 -0.215 -0.864
H: 1.481 -1.014 0.701

As for the charge: +1. The HOMO energy comes out at -13.658 eV.

***

3.
Density functional theory data (ωB97M-V/def2-TZVPD) for a molecular structure, C11H14BrCl2MoN5O6 in a non-equilibrium geometry.

Geometry (Å):
Mo: 0.196 0.316 0.272
N: -1.625 0.432 1.610
N: -1.511 1.495 2.518
C: -0.461 2.320 2.486
N: -0.370 3.299 3.355
N: 0.439 2.051 1.497
N: 1.548 2.877 1.286
O: 2.214 2.567 0.318
O: 1.750 3.837 1.989
H: -2.394 0.601 0.901
H: -1.812 -0.422 2.130
H: -2.259 1.638 3.181
H: -1.058 3.433 4.081
H: 0.412 3.934 3.307
C: -2.343 2.080 -2.658
C: -2.179 1.393 -1.352
O: -3.106 0.916 -0.720
O: -0.922 1.331 -0.860
H: -3.090 2.869 -2.565
H: -2.731 1.368 -3.388
H: -1.401 2.493 -3.009
Br: -0.849 -1.408 -3.357
C: -0.078 -2.483 -2.005
C: 0.343 -3.776 -2.282
C: 0.813 -4.578 -1.254
C: 0.867 -4.106 0.054
C: 0.464 -2.813 0.323
C: 0.013 -1.987 -0.713
C: 0.547 -2.237 1.702
O: 0.568 -2.854 2.713
O: 0.619 -0.871 1.651
H: 0.275 -4.156 -3.292
H: 1.131 -5.589 -1.470
H: 1.218 -4.727 0.867
H: -0.626 -1.078 -0.503
Cl: 2.948 -0.422 0.094
C: 3.248 0.404 -1.441
Cl: 1.650 0.791 -2.095
H: 3.764 -0.264 -2.121
H: 3.788 1.324 -1.252

As for the charge: +2. The HOMO energy (spin up / spin down) comes out at -15.526 / -15.529 eV.

***

Calculated total energy, -8369.225 -16697.306 -128294.210 eV (same order as the records).
Calculated relative energy (zero: lowest compared OMol25 entry of this formula, charge and spin), 391.4 169.1 125.2 kJ/mol (same order as the records).